# 1
53
Properties=species:S:1:pos:R:3:forces:R:3:nbo_charge:R:1 method="wB97M-V/def2-TZVPD" total_charge=0 smiles="CCCN(C[C@@H]1CCCO1)C(=O)c1cc(COc2cccc(OC)c2)on1" de_lowest_kj_mol=392.0 e_tot_ev=-34377.7341
C -5.060 -2.543 2.014 0.2 -0.1 -0.2 -0.606
C -4.067 -2.581 0.860 -0.1 0.2 0.1 -0.410
H -4.479 -3.172 0.038 0.0 0.0 -0.1 0.191
C -3.748 -1.168 0.363 -0.1 -0.4 0.4 -0.210
N -2.829 -1.181 -0.752 0.0 0.0 -0.1 -0.410
C -1.490 -1.082 -0.643 -0.3 -0.2 -0.2 0.662
O -0.735 -1.110 -1.603 0.3 0.1 0.1 -0.626
C -0.909 -0.932 0.718 0.7 0.1 0.9 0.054
N -1.172 -1.711 1.737 -0.8 -0.5 -0.7 -0.126
O -0.363 -1.335 2.756 0.6 0.4 0.4 -0.270
C 0.407 -0.309 2.354 -0.2 0.4 -1.0 0.295
C 0.114 -0.006 1.057 0.0 -0.2 0.7 -0.324
H 0.542 0.744 0.428 0.2 0.2 -0.1 0.257
C 1.372 0.273 3.338 -0.1 -0.3 0.4 -0.112
O 2.167 1.290 2.794 0.0 0.1 -0.3 -0.481
C 3.121 0.964 1.864 0.3 0.1 -0.2 0.306
C 3.850 2.036 1.369 -0.1 0.0 0.0 -0.303
C 4.852 1.842 0.424 -0.2 -0.1 0.2 0.324
C 5.124 0.553 -0.028 0.2 0.1 -0.2 -0.334
C 4.392 -0.507 0.473 0.0 0.1 0.1 -0.175
C 3.394 -0.323 1.413 -0.2 -0.1 0.2 -0.293
H 2.843 -1.178 1.769 -0.1 -0.1 0.0 0.214
H 4.601 -1.505 0.119 0.0 -0.1 0.0 0.216
H 5.891 0.366 -0.762 0.1 0.0 -0.1 0.220
O 5.498 2.967 0.012 -0.3 -0.1 0.2 -0.490
C 6.517 2.842 -0.951 0.2 0.0 -0.2 -0.252
H 6.135 2.426 -1.889 0.0 0.0 0.0 0.177
H 7.342 2.221 -0.586 0.0 0.0 0.0 0.176
H 6.880 3.853 -1.127 0.0 -0.1 0.0 0.200
H 3.637 3.032 1.720 0.0 0.2 0.1 0.233
H 1.981 -0.531 3.776 -0.1 0.1 -0.1 0.200
H 0.812 0.752 4.150 0.1 -0.1 -0.1 0.222
C -3.392 -1.254 -2.081 0.1 0.4 -0.3 -0.255
H -2.591 -1.577 -2.749 -0.2 -0.1 0.0 0.239
H -4.202 -1.987 -2.099 0.0 0.0 0.0 0.203
C -3.928 0.120 -2.553 -0.3 -0.4 0.0 0.090
C -4.135 0.131 -4.073 0.0 0.1 0.3 -0.425
H -4.887 0.876 -4.333 0.0 -0.1 0.0 0.213
C -2.755 0.551 -4.595 0.1 0.0 0.1 -0.442
H -2.190 -0.310 -4.950 0.0 0.0 0.0 0.211
C -2.067 1.174 -3.364 0.5 0.1 -0.3 -0.089
H -1.783 2.218 -3.517 0.0 -0.1 0.0 0.183
O -3.011 1.156 -2.303 -0.1 0.1 0.2 -0.525
H -1.179 0.600 -3.077 -0.1 0.1 -0.1 0.202
H -2.838 1.265 -5.412 0.0 0.0 0.0 0.215
H -4.455 -0.838 -4.451 -0.1 -0.1 -0.1 0.212
H -4.838 0.372 -1.998 0.1 0.0 -0.1 0.185
H -4.666 -0.670 0.041 0.0 0.1 0.0 0.196
H -3.321 -0.588 1.183 -0.1 0.0 -0.1 0.218
H -3.137 -3.046 1.187 0.0 0.0 -0.1 0.229
H -4.645 -1.983 2.848 0.0 0.1 0.2 0.205
H -5.990 -2.069 1.709 -0.1 0.0 0.0 0.198
H -5.283 -3.551 2.355 -0.1 -0.1 0.1 0.214

# 2
147
Properties=species:S:1:pos:R:3:forces:R:3:mulliken_charge:R:1 method="wB97M-V/def2-TZVPD" total_charge=+1 e_tot_ev=-736154.7921
C 2.650 2.234 2.662 0.6 -1.0 -0.1 -0.663
C 1.045 2.042 2.936 1.3 -1.1 1.6 1.166
O 0.219 3.231 2.673 -1.0 -2.8 -3.1 -0.235
P -0.678 3.095 1.181 -4.1 6.1 0.8 0.987
O -1.612 4.401 1.093 3.6 -5.1 0.4 -0.752
C 0.584 3.238 -0.244 1.1 -1.1 -1.0 0.173
C -0.047 3.115 -1.751 -0.3 0.5 0.1 -0.442
C 1.222 2.975 -2.831 -1.9 1.3 -0.6 -0.377
C 1.309 1.439 -3.390 0.7 -0.9 2.7 -0.993
O 1.249 0.688 -2.089 -0.7 -0.9 -1.8 -0.490
N 0.114 0.820 -4.108 1.9 -1.0 -1.5 0.070
F -0.343 1.911 -4.771 -1.6 0.3 -1.5 -0.152
C 0.636 -0.329 -4.995 1.9 1.0 0.6 -0.708
N -0.069 -1.053 -5.967 1.1 0.7 2.5 0.659
C 0.600 -2.150 -6.820 -0.6 -0.6 -1.5 -0.573
C 0.517 -3.646 -6.159 2.6 -0.8 0.3 -0.159
O -0.407 -3.705 -5.017 1.3 -1.7 0.5 -0.352
C -0.008 -4.706 -4.016 -0.4 -6.4 0.3 0.301
O -0.116 -6.032 -4.121 0.6 9.2 -0.1 -0.476
C -1.516 -0.766 -6.284 -2.8 6.7 -4.1 -0.167
O -1.766 0.411 -6.924 2.3 -8.0 4.6 -0.419
N -2.710 -1.653 -6.039 1.7 0.8 -3.7 -0.104
C -3.652 -1.344 -7.222 -6.0 4.7 -0.6 0.561
O -4.673 -0.486 -7.169 8.1 -7.1 -0.6 -0.341
F -3.350 -2.136 -8.473 -0.6 2.3 4.2 -0.242
N 2.128 -0.458 -4.622 -4.2 -0.6 -0.3 1.029
C 2.540 -1.660 -3.832 0.7 -2.5 0.6 0.720
C 3.957 -2.259 -4.463 -0.1 -0.8 0.3 -0.342
C 4.909 -2.999 -3.336 1.3 0.3 -0.4 -0.295
O 5.029 -4.448 -3.651 0.5 1.2 0.8 -0.557
C 2.604 0.917 -4.247 -0.7 0.5 -0.7 1.203
C 2.940 1.566 -5.734 1.0 1.2 -0.7 -0.349
C 2.456 3.107 -5.951 -6.2 2.3 -5.0 0.333
O 1.394 3.321 -6.775 7.8 -1.4 6.1 -0.454
F 3.077 4.333 -5.378 -1.4 -4.2 -1.3 -0.261
B 3.936 1.178 -3.335 2.3 1.6 1.3 -0.683
O 4.676 2.467 -3.588 -2.9 -1.7 1.0 -0.636
N 4.504 0.328 -2.221 0.2 1.2 -0.4 0.399
C 6.003 0.123 -2.342 0.9 -0.3 0.3 -0.236
C 4.216 1.030 -0.880 -0.6 -0.3 0.8 -0.428
O -1.750 1.728 1.091 4.1 1.2 -0.7 -0.484
C -1.161 0.600 0.352 -1.3 -2.5 0.5 0.398
C -1.692 -0.779 1.129 0.6 0.4 0.1 -0.447
H 2.913 2.910 1.740 -0.6 -1.3 2.0 0.039
H 3.250 2.569 3.630 -1.5 -0.4 -2.2 0.244
H 3.077 1.151 2.401 -0.9 2.2 0.6 0.266
H 0.932 1.807 4.101 0.1 0.5 -2.6 -0.278
H 0.710 1.071 2.368 0.3 2.0 0.9 -0.357
H 1.161 4.280 -0.190 -1.9 -2.5 0.0 0.143
H 1.398 2.411 -0.089 -1.4 1.4 -0.4 -0.399
H -0.645 4.118 -1.958 1.4 -2.1 0.4 0.395
H -0.835 2.247 -1.881 1.8 1.7 0.3 0.167
H 2.164 3.351 -2.247 -1.4 -1.3 -1.3 0.127
H 1.003 3.787 -3.666 0.7 -2.0 1.5 0.512
H 0.373 0.163 -2.059 2.0 1.4 -0.2 0.362
H -0.026 -2.192 -7.834 1.3 0.4 2.3 0.467
H 1.704 -1.827 -7.122 -2.4 -0.7 1.1 0.320
H 1.602 -3.873 -5.714 -2.2 0.4 -1.1 0.138
H 0.341 -4.482 -6.976 -0.1 1.9 1.7 0.370
H 0.407 -4.277 -2.982 -1.0 -0.5 -2.4 0.208
H -2.507 -2.670 -6.156 0.3 0.7 0.6 0.321
H 2.625 -1.462 -2.658 0.0 0.1 -2.8 0.249
H 1.715 -2.517 -3.919 1.7 2.1 -0.1 -0.810
H 4.568 -1.408 -5.010 -1.3 -1.6 1.2 0.206
H 3.709 -3.098 -5.271 0.5 1.9 1.6 0.368
H 4.535 -2.830 -2.231 0.6 -0.3 -2.3 0.246
H 6.010 -2.559 -3.444 -2.5 -0.7 0.4 0.195
H 5.872 -4.832 -3.265 -1.5 1.0 -0.5 0.309
H 2.474 0.936 -6.633 0.6 1.7 2.2 0.295
H 4.114 1.546 -5.955 -2.5 0.1 0.8 0.422
H 4.127 3.248 -3.284 1.0 -1.1 -0.9 0.414
H 6.277 -0.784 -1.625 -0.9 2.7 -2.0 -0.629
H 6.642 1.043 -1.936 -1.4 -1.8 -1.2 0.368
H 6.304 -0.164 -3.457 -0.6 0.7 2.4 0.430
H 5.125 0.804 -0.161 -1.9 0.8 -1.5 0.510
H 3.260 0.546 -0.369 1.9 1.1 -1.2 -0.082
H 4.032 2.198 -1.030 0.6 -2.4 0.6 0.126
H -1.639 0.569 -0.721 1.2 0.3 1.9 0.160
H 0.012 0.572 0.361 -2.3 0.3 -0.3 -0.054
H -1.027 -0.911 2.108 -1.6 0.2 -2.1 -0.090
H -2.841 -0.697 1.444 2.6 -0.1 -0.8 0.275
H -1.519 -1.710 0.423 -0.4 1.9 1.5 0.047
C -2.043 -2.081 5.368 0.0 -0.2 0.0 0.056
Cl -3.293 -1.273 6.347 1.5 -0.1 -0.7 -0.036
Cl -0.835 -0.883 4.841 -0.4 -0.4 -0.1 0.023
Cl -1.244 -3.339 6.345 -0.2 0.4 -0.3 -0.101
Cl -2.799 -2.830 3.939 0.3 0.1 0.3 0.079
C 1.367 6.630 2.515 -0.3 0.5 0.1 0.099
Cl 0.947 6.020 4.135 0.2 0.1 -0.4 0.023
Cl 1.952 5.283 1.507 0.5 1.1 0.7 -0.045
Cl -0.076 7.353 1.760 0.7 -0.6 -0.1 -0.057
Cl 2.644 7.864 2.658 -0.2 -0.5 0.0 -0.092
C -1.158 -5.268 0.569 0.0 -0.3 0.4 0.099
Cl -2.733 -4.488 0.277 0.3 -0.2 0.0 -0.041
Cl -0.494 -5.863 -0.973 -0.2 0.0 0.3 -0.041
Cl -0.033 -4.084 1.283 -0.2 -0.2 -0.2 -0.022
Cl -1.371 -6.635 1.691 -0.2 0.7 -0.4 0.053
C 2.086 -8.664 2.652 0.1 -0.1 0.0 0.271
Cl 3.083 -9.986 1.993 -0.3 0.4 0.2 -0.090
Cl 0.651 -9.346 3.458 0.3 0.2 -0.2 -0.091
Cl 3.042 -7.731 3.832 -0.2 -0.2 -0.3 -0.098
Cl 1.570 -7.592 1.326 0.6 -0.4 0.2 -0.004
C 1.722 1.795 7.634 0.1 0.0 0.3 0.176
Cl 1.253 1.971 9.343 0.2 -0.1 -0.6 -0.066
Cl 1.275 3.270 6.739 0.1 -0.4 0.2 0.038
Cl 3.483 1.544 7.524 -0.4 0.1 0.0 -0.107
Cl 0.877 0.394 6.928 0.4 0.6 0.3 -0.043
C -0.072 10.307 4.478 -0.1 0.0 0.0 0.312
Cl -1.295 9.082 4.057 0.2 0.6 0.5 -0.063
Cl 0.882 10.716 3.030 -0.3 0.1 0.4 -0.081
Cl -0.884 11.771 5.087 0.2 -0.4 -0.1 -0.096
Cl 1.009 9.659 5.737 -0.2 0.1 -0.3 -0.082
C -7.470 -1.214 7.707 -0.2 0.0 0.2 0.285
Cl -8.251 -2.651 6.998 0.2 0.4 0.2 -0.063
Cl -8.196 0.258 7.015 0.0 -1.5 0.2 -0.081
Cl -7.707 -1.220 9.473 0.1 0.0 -0.5 -0.104
Cl -5.726 -1.245 7.342 -1.5 -0.1 0.6 -0.086
C -4.723 3.040 -6.664 -0.1 0.1 -0.2 0.259
Cl -4.257 2.351 -5.088 -0.1 0.1 -0.2 -0.067
Cl -3.613 2.444 -7.924 -0.4 0.4 0.2 -0.053
Cl -6.389 2.546 -7.058 0.5 0.1 0.1 -0.079
Cl -4.633 4.817 -6.586 0.0 -0.5 0.0 -0.093
C -6.779 -2.593 2.816 -0.2 0.1 0.2 0.134
Cl -7.521 -4.058 3.506 0.2 0.4 -0.2 -0.089
Cl -8.041 -1.583 2.068 0.4 -0.3 0.2 -0.096
Cl -5.970 -1.672 4.109 -0.4 -0.2 -0.5 0.069
Cl -5.582 -3.059 1.581 -0.2 0.1 0.2 -0.007
C 7.621 -3.728 0.103 0.2 -0.3 0.4 0.296
Cl 7.973 -5.111 -0.964 -0.1 0.3 0.2 -0.104
Cl 6.384 -4.199 1.296 0.3 0.1 -0.4 -0.082
Cl 9.109 -3.240 0.953 -0.5 -0.1 -0.3 -0.090
Cl 7.018 -2.364 -0.871 0.6 -1.1 0.8 -0.061
C -4.794 -9.264 1.854 -0.1 0.0 0.0 0.266
Cl -3.232 -10.069 2.148 -0.3 0.2 -0.1 -0.085
Cl -5.589 -10.008 0.444 0.2 0.2 0.4 -0.094
Cl -5.836 -9.447 3.288 0.3 0.1 -0.4 -0.089
Cl -4.519 -7.533 1.537 -0.3 -0.4 0.1 -0.022
C -8.038 4.637 6.784 0.0 0.2 -0.1 0.276
Cl -6.543 5.425 7.348 -0.3 -0.2 -0.1 -0.068
Cl -9.398 5.130 7.824 0.3 -0.1 -0.3 -0.100
Cl -8.369 5.125 5.103 0.1 -0.1 0.4 -0.106
Cl -7.843 2.868 6.862 0.1 1.5 0.0 -0.008
C -1.792 4.659 9.563 0.0 0.0 0.0 0.242
Cl -1.172 5.644 8.213 -0.2 -0.2 0.3 -0.033
Cl -0.525 4.490 10.805 -0.4 0.1 -0.2 -0.090
Cl -3.218 5.457 10.273 0.4 -0.2 -0.2 -0.093
Cl -2.252 3.047 8.960 0.1 0.4 0.1 -0.041

# 3
23
Properties=species:S:1:pos:R:3:forces:R:3:nbo_charge:R:1 method="wB97M-V/def2-TZVPD" total_charge=0 de_lowest_kj_mol=177.7 e_tot_ev=-24346.9870
C -3.172 -1.346 1.293 -2.7 0.7 3.5 0.652
C 0.962 2.183 1.268 3.3 0.4 0.3 -0.443
C 2.045 1.588 -0.798 -1.6 -1.5 0.7 0.033
C -3.068 -0.626 -0.902 0.8 0.6 -0.7 -0.311
C 2.624 -1.423 -0.505 0.5 -2.2 2.1 -0.245
N 1.114 1.436 0.056 0.9 0.9 -1.6 -0.442
O -3.885 -0.432 1.655 0.2 -0.1 -0.1 -0.623
O -0.037 -0.503 -1.514 0.2 0.0 0.3 -1.152
O -2.575 -1.439 0.194 1.7 -1.1 -3.6 -0.494
O 1.603 -1.030 0.348 -1.1 -0.3 0.8 -0.844
P 0.149 -0.403 -0.035 0.0 0.0 -0.5 1.543
H 0.668 3.202 1.216 -0.9 0.7 -0.7 0.226
H 0.351 1.588 1.846 -1.6 -0.8 1.7 0.222
H 1.955 2.271 1.787 -0.7 -0.3 -0.3 0.201
H 2.091 0.866 -1.586 -0.4 -0.2 -0.7 0.201
H 2.880 2.206 -0.750 1.2 1.7 0.5 0.171
H -3.086 -2.230 1.935 0.6 -0.1 0.0 0.112
H -3.316 0.340 -0.439 -0.8 -0.4 -0.6 0.215
H -3.856 -1.238 -1.410 0.4 1.0 0.6 0.198
H -2.225 -0.405 -1.617 -0.8 -0.8 0.9 0.247
H 3.150 -2.229 0.080 -0.2 0.7 -1.0 0.190
H 3.264 -0.633 -0.652 2.0 1.9 -0.1 0.152
H 2.365 -1.743 -1.468 -1.0 -0.8 -1.3 0.193

# 4
68
Properties=species:S:1:pos:R:3:forces:R:3:nbo_charge:R:1 method="wB97M-V/def2-TZVPD" total_charge=0 de_lowest_kj_mol=243.3 e_tot_ev=-82561.8898
C 6.084 -0.122 1.306 -0.3 -0.1 1.1 -0.624
C 4.587 -0.060 1.818 -0.2 0.0 -0.1 -0.393
C 3.503 -0.128 0.625 1.6 0.1 0.9 -0.416
C 2.436 -1.188 1.048 0.8 -0.4 -0.3 -0.472
C 1.013 -1.215 0.355 0.7 0.9 1.8 -0.195
S 1.190 -2.285 -1.169 -3.3 -3.1 -4.8 2.020
C 2.885 -2.248 -1.902 1.2 -0.3 0.9 -0.838
O 0.239 -1.868 -2.263 2.3 0.6 2.8 -0.913
O 0.902 -3.736 -0.938 1.5 2.3 1.4 -0.937
C 0.396 0.185 -0.082 -1.0 -0.1 -0.2 -0.381
C 1.123 0.956 -1.251 0.9 0.3 0.4 -0.087
O 0.278 1.648 -2.169 0.9 1.1 1.3 -0.291
O -0.588 0.815 -2.860 -1.1 -0.9 -0.2 -0.427
C 0.073 1.171 1.130 0.1 1.6 -0.5 0.396
F 1.239 1.616 1.799 -0.7 -1.3 -0.1 -0.381
P -0.774 2.788 0.510 -1.2 0.6 -1.1 0.714
C 0.589 4.079 0.185 0.1 0.4 0.8 -0.920
C -1.768 3.551 1.934 0.7 0.3 0.9 -0.923
O -0.936 0.640 2.018 2.0 -1.5 -0.3 -0.693
S -0.445 -0.740 2.795 -1.6 0.1 6.2 2.260
O 0.621 -0.379 3.753 -0.8 -0.6 -3.1 -0.887
O -1.619 -1.229 3.577 2.4 1.0 -3.5 -0.844
C 0.052 -1.918 1.461 -0.4 -0.7 -2.2 -0.556
C 0.589 -3.298 2.013 0.1 -1.3 1.1 -0.534
C 0.908 -3.388 3.547 0.1 -0.1 0.8 0.113
N 0.381 -4.224 4.379 0.6 1.0 -2.3 -0.551
P -1.634 -2.387 0.633 -2.9 -0.6 2.0 1.452
O -2.532 -3.222 1.532 1.8 0.8 -1.5 -1.056
H 6.709 0.458 2.043 -0.4 -0.5 -1.0 0.221
H 6.447 -1.190 1.381 -0.4 1.1 -0.4 0.211
H 6.196 0.272 0.264 0.0 -0.3 1.0 0.206
H 4.449 -0.918 2.544 0.0 0.9 -0.9 0.200
H 4.359 0.874 2.412 0.5 -1.0 -0.6 0.214
H 3.160 0.925 0.493 -0.2 -1.1 0.1 0.222
H 4.118 -0.383 -0.286 -1.1 0.0 0.7 0.199
H 2.909 -2.200 0.844 -0.5 1.1 0.3 0.221
H 2.363 -1.159 2.176 -0.4 0.3 -1.3 0.266
H 2.891 -2.911 -2.814 -0.7 0.9 0.9 0.288
H 3.276 -1.227 -2.117 -0.7 -0.8 0.0 0.247
H 3.607 -2.735 -1.180 -0.9 0.5 -0.6 0.244
H -0.636 -0.043 -0.496 1.2 0.2 0.4 0.292
H 1.859 0.355 -1.844 -0.8 0.1 0.7 0.194
H 1.729 1.779 -0.764 -0.7 -0.7 -0.8 0.208
H -1.491 1.095 -2.570 0.6 -0.1 -0.3 0.490
H 0.454 4.570 -0.814 0.1 -0.8 0.8 0.249
H 1.618 3.651 0.284 -0.9 0.4 -0.2 0.235
H 0.488 4.907 0.950 0.2 -1.0 -0.7 0.233
H -1.883 2.873 2.818 0.1 0.4 -0.9 0.257
H -2.788 3.858 1.581 1.1 -0.4 0.1 0.243
H -1.220 4.468 2.307 -0.7 -0.9 -0.4 0.227
H -0.177 -4.114 1.824 0.6 1.1 0.2 0.262
H 1.506 -3.684 1.480 -1.0 0.9 0.3 0.268
H 1.694 -2.685 3.945 -0.9 -0.7 -0.4 0.184
H -0.275 -4.780 3.804 -0.1 0.1 0.7 0.327
H -1.443 -2.946 -0.659 0.5 0.4 0.4 0.015
H -2.280 -1.114 0.432 0.7 -0.5 -0.2 -0.064
C -5.390 0.179 -2.737 0.0 -0.1 0.1 -0.722
C -4.507 1.142 -3.487 0.2 0.1 -0.1 0.686
O -3.306 0.946 -3.630 0.0 0.0 0.2 -0.662
N -5.081 2.254 -4.013 0.1 -0.4 0.2 -0.609
C -6.470 2.663 -3.955 0.3 0.3 -0.3 -0.412
H -4.789 -0.654 -2.380 0.0 0.1 -0.1 0.247
H -5.841 0.675 -1.876 -0.1 -0.1 -0.1 0.229
H -6.167 -0.212 -3.397 -0.1 0.1 0.1 0.230
H -4.427 2.849 -4.500 0.0 0.0 0.0 0.404
H -6.847 2.757 -4.975 -0.2 0.0 0.1 0.200
H -6.524 3.637 -3.465 -0.2 0.0 0.0 0.200
H -7.082 1.951 -3.408 0.1 0.0 0.0 0.214